The following is a DFT calculation (the ωB97M-V functional and the def2-TZVPD basis) of C4H5CeLiO6 as an isolated structure in a non-equilibrium geometry.

Atoms and positions in Å:
O  -2.7012  -2.5494  0.5846
C  -3.3100  -1.3753  0.0431
C  -2.6407  -0.1527  0.6686
O  -1.2556  -0.3014  0.8356
C  -0.3839  -0.0931  -0.3929
O  -0.7304  -0.9586  -1.3230
O  -0.3346  1.2060  -0.6935
H  -3.1972  -3.3262  0.3162
H  -4.3842  -1.3590  0.2832
H  -3.1810  -1.3684  -1.0462
H  -3.0543  0.0111  1.6752
H  -2.8756  0.7317  0.0522
O  2.0937  0.1379  0.0356
C  1.0719  -0.6033  0.2267
O  1.1633  -1.7710  0.6624
Li  -0.7528  -2.2932  0.1463
Ce  1.8169  2.4263  -0.3293

## Properties
Relative energy (zero: lowest compared OMol25 entry of this formula, charge and spin), kJ/mol: 0.00
Orbital gap (spin up / spin down), Eh: 0.2084 / 0.2126
Spin multiplicity: 3
E_HOMO (spin up / spin down), eV: -6.70 / -7.10